[1]
The following is a DFT calculation (ωB97M-V/def2-TZVPD) of a structure of composition C15H21FInN4OS at a distorted geometry.

Geometry as ORCA input:
```
! wB97M-V def2-TZVPD RIJCOSX def2/J DEFGRID3
* xyz 3 1
C 0.055 3.080 -4.749
O -1.316 2.919 -4.396
C -1.660 1.548 -4.181
C -1.437 1.128 -2.673
C -2.506 1.776 -1.706
C -2.102 1.711 -0.189
C -1.981 0.208 0.330
C -1.579 0.175 1.871
C -0.087 -0.266 2.147
C 0.512 -1.489 1.590
N -0.203 -2.340 0.731
C 1.972 -1.867 1.960
C 2.625 -3.153 1.447
C 1.735 -4.372 2.058
N 2.210 -5.447 2.484
C 2.791 -1.017 2.849
N 4.072 -1.207 3.296
S 4.352 0.111 4.254
N 2.934 0.957 4.153
C 2.123 0.230 3.346
C 0.712 0.623 3.024
F 0.204 1.718 3.514
H 0.425 2.361 -5.520
H 0.719 2.984 -3.836
H 0.238 4.108 -5.158
H -2.699 1.318 -4.535
H -0.951 0.922 -4.782
H -1.569 0.014 -2.632
H -0.392 1.411 -2.344
H -3.489 1.260 -1.850
H -2.667 2.849 -2.007
H -2.911 2.228 0.394
H -1.134 2.311 -0.057
H -1.200 -0.274 -0.307
H -2.972 -0.288 0.208
H -1.766 1.194 2.307
H -2.268 -0.511 2.441
H 0.006 -2.054 -0.240
H -1.213 -2.245 0.889
H 2.651 -3.196 0.324
H 3.658 -3.233 1.872
H 0.632 -4.204 2.111
H 3.236 -5.412 2.369
In 0.243 3.429 -0.805
*
```

## Properties
* F_max: 0.0604 Eh/bohr
* orbital gap: 0.1005 Eh
* calculated total energy: -1565.31539 Ha
* LUMO: -14.5 eV

[2]
The following is a DFT calculation (ωB97M-V/def2-TZVPD) of the molecule C15H21N3O3S at a distorted geometry.

Geometry as ORCA input:
```
! wB97M-V def2-TZVPD RIJCOSX def2/J DEFGRID3
* xyz 0 1
C -6.324 -0.298 0.768
C -5.582 -1.285 -0.126
C -4.526 -0.618 -1.009
C -3.351 -0.059 -0.211
C -2.286 0.532 -1.137
O -1.215 1.113 -0.418
C -0.246 0.355 0.108
C -0.142 -1.032 -0.029
C 0.933 -1.724 0.489
C 1.949 -1.073 1.181
C 3.151 -1.800 1.661
S 4.387 -2.067 0.310
C 4.559 -0.444 -0.335
N 3.586 0.314 -0.647
C 4.144 1.569 -1.109
C 5.679 1.350 -1.177
N 5.814 0.075 -0.491
C 1.860 0.300 1.331
C 0.783 1.010 0.817
N 0.782 2.431 1.003
O 1.852 2.953 1.264
O -0.260 3.040 0.914
H -5.655 0.154 1.494
H -6.771 0.493 0.171
H -7.118 -0.807 1.310
H -5.106 -2.049 0.493
H -6.305 -1.787 -0.773
H -4.991 0.188 -1.580
H -4.150 -1.355 -1.724
H -3.687 0.732 0.459
H -2.912 -0.851 0.400
H -2.713 1.366 -1.700
H -1.919 -0.216 -1.850
H -0.899 -1.582 -0.563
H 0.990 -2.794 0.345
H 2.923 -2.811 1.994
H 3.669 -1.254 2.448
H 3.870 2.353 -0.398
H 3.705 1.816 -2.077
H 6.042 1.293 -2.210
H 6.234 2.127 -0.647
H 6.624 -0.509 -0.611
H 2.620 0.852 1.862
*
```

## Properties
* F_max: 0.0225 Eh/bohr
* ΔE to the lowest compared entry with this formula, charge and spin: 476.8 kJ/mol
* orbital gap: 0.3062 Eh
* calculated total energy: -1372.23641 Ha
* LUMO: 0.1 eV
* structure (SMILES): CCCCCOc1ccc(CSC2=NCCN2)cc1[N+](=O)[O-]

[3]
The following is a DFT calculation (ωB97M-V/def2-TZVPD) of a structure of composition C15H21N4O3PtSTe.

Geometry as ORCA input:
```
! wB97M-V def2-TZVPD RIJCOSX def2/J DEFGRID3
* xyz 1 1
Pt 1.362 1.231 -1.236
N -2.625 -2.756 3.814
C -2.359 -1.711 2.965
C -3.208 -1.435 1.885
C -2.929 -0.402 1.015
C -1.778 0.361 1.194
C -0.932 0.111 2.270
C -1.218 -0.916 3.148
S -1.426 1.699 0.122
O -0.408 2.496 0.755
O -2.641 2.279 -0.345
N -0.609 1.068 -1.197
C -1.201 0.287 -2.182
N -0.398 0.102 -3.239
C -0.884 -0.642 -4.225
C -2.165 -1.170 -4.187
C -2.899 -0.915 -3.042
N -2.419 -0.206 -2.023
H -3.557 -3.135 3.810
H -2.181 -2.754 4.716
H -4.107 -2.024 1.751
H -3.596 -0.169 0.199
H -0.079 0.757 2.435
H -0.585 -1.087 4.012
H -0.232 -0.802 -5.075
H -2.567 -1.746 -5.006
H -3.906 -1.300 -2.924
C 2.222 -1.687 1.832
C 1.670 -1.069 0.596
C 0.644 -1.797 -0.189
O 2.081 0.063 0.297
H 2.413 -2.749 1.689
H 1.449 -1.596 2.601
H 3.116 -1.167 2.165
H 0.890 -2.858 -0.233
H 0.536 -1.383 -1.189
H -0.308 -1.704 0.348
C 3.356 4.036 -2.022
Te 3.804 2.005 -1.604
C 4.383 2.360 0.404
H 2.661 4.402 -1.272
H 2.906 4.084 -3.011
H 4.281 4.606 -2.011
H 5.269 2.988 0.397
H 4.611 1.403 0.864
H 3.562 2.845 0.925
*
```

## Properties
* F_max: 0.0063 Eh/bohr
* ΔE to the lowest compared entry with this formula, charge and spin: 157.4 kJ/mol
* orbital gap (alpha / beta): 0.2254 / 0.2253 Eh
* calculated total energy: -1814.18044 Ha
* LUMO (alpha / beta): -4.8 / -4.8 eV

[4]
The following is a DFT calculation (ωB97M-V/def2-TZVPD) of the molecule C15H21NO4.

Geometry as ORCA input:
```
! wB97M-V def2-TZVPD RIJCOSX def2/J DEFGRID3
* xyz 0 1
C -3.315 -1.248 0.349
C -4.109 -0.025 0.787
O -3.262 1.122 0.858
C -3.039 1.793 -0.271
O -3.611 1.598 -1.310
C -1.941 2.819 -0.065
C -0.647 2.207 -0.614
N -0.521 0.855 -0.114
C 0.645 0.130 -0.567
C 0.635 -1.246 0.086
O 0.218 -1.465 1.193
O 1.194 -2.154 -0.708
C 1.279 -3.492 -0.208
C -0.025 -4.245 -0.427
C 1.979 0.766 -0.203
C 2.904 1.091 -1.185
C 4.105 1.687 -0.842
C 4.391 1.964 0.484
C 3.474 1.637 1.468
C 2.273 1.040 1.127
H -3.951 -2.128 0.373
H -2.944 -1.100 -0.662
H -2.464 -1.397 1.010
H -4.924 0.176 0.084
H -4.509 -0.153 1.795
H -1.842 3.024 1.000
H -2.179 3.734 -0.605
H 0.209 2.854 -0.355
H -0.712 2.146 -1.705
H -0.575 0.831 0.900
H 0.583 0.007 -1.653
H 2.099 -3.950 -0.764
H 1.523 -3.456 0.859
H 0.086 -5.272 -0.091
H -0.826 -3.772 0.137
H -0.288 -4.242 -1.482
H 2.682 0.877 -2.220
H 4.818 1.939 -1.613
H 5.328 2.430 0.750
H 3.694 1.845 2.505
H 1.564 0.773 1.898
*
```

## Properties
* F_max: 0.0111 Eh/bohr
* ΔE to the lowest compared entry with this formula, charge and spin: 73.7 kJ/mol
* orbital gap: 0.3626 Eh
* calculated total energy: -939.92349 Ha
* LUMO: 0.8 eV
* structure (SMILES): CCOC(=O)CCN[C@H](C(=O)OCC)c1ccccc1